Entry 1:
ORCA calculation (ωB97M-V with the def2-TZVPD basis set) on a 6-piece molecular cluster, C44H42BF14NO23PS3 overall at a distorted geometry.

```
129
Properties=species:S:1:pos:R:3:lowdin_charge:R:1
O -3.89989 1.50632 -4.95333 0.1340
C -3.96420 2.13100 -3.93548 -0.4543
O -3.01095 2.97927 -3.50889 0.0842
C -1.86433 2.30625 -2.92751 -0.3509
B -2.08458 0.77334 -2.39373 -0.5940
O -2.42520 -0.25856 -3.22079 0.1929
O -1.89284 0.45398 -1.06538 0.1566
O -1.57686 3.02206 -1.77758 -0.2477
P -0.31098 4.23923 -1.87730 0.5736
C 1.04940 3.01116 -1.27858 -0.3342
C 1.86015 3.51560 -0.10371 -0.3259
C 3.15280 2.66177 0.03619 -0.4493
S 3.44259 1.86139 1.64903 0.9136
C 2.29985 0.53430 1.74029 -1.0694
S 0.72220 0.64872 1.35545 0.8063
N 2.89365 -0.64721 2.25397 -0.0805
C 3.89670 -1.21409 1.38009 -0.2605
C 3.92151 -0.98154 0.01118 -0.0412
C 4.90287 -1.54192 -0.80258 -0.0653
C 5.87626 -2.37559 -0.25720 -0.0822
C 5.83674 -2.62208 1.11226 -0.0807
C 4.87312 -2.04284 1.92574 0.0016
C 1.96022 -1.64851 2.71271 -0.2874
C 1.60198 -2.74631 1.94067 -0.0192
C 0.72355 -3.69892 2.44346 -0.0784
C 0.18209 -3.55596 3.71338 -0.0931
C 0.52045 -2.44010 4.47245 -0.0784
C 1.40659 -1.50179 3.96785 -0.0508
O 0.02120 3.63663 -3.55491 -0.2808
C -0.49967 2.42204 -3.72765 -0.3926
S -0.50444 2.24932 -5.56631 0.8142
O 0.73786 2.78825 -6.05039 -0.2729
O -1.65503 2.78434 -6.22680 -0.2436
C -0.32870 0.42270 -6.00333 -0.4572
F 0.13843 0.42844 -7.26753 0.1089
F -1.50655 -0.20146 -6.01513 0.1386
C 0.71722 -0.35344 -5.17897 -0.3832
F 0.23508 -0.69430 -3.97007 0.1520
F 1.80300 0.39307 -4.97825 0.1701
C 1.19615 -1.67298 -5.87173 -0.3604
F 2.23382 -1.40371 -6.66596 0.1635
F 0.20868 -2.22594 -6.58165 0.1719
C 1.66239 -2.75107 -4.85146 -0.5745
F 2.49191 -2.26049 -3.95278 0.2008
F 0.64576 -3.35571 -4.27816 0.2062
F 2.33272 -3.67933 -5.55159 0.1660
C -5.12514 1.98393 -3.02685 -0.1143
C -5.06577 2.42265 -1.70995 0.0203
C -6.16223 2.22231 -0.88365 -0.0574
C -7.30760 1.59126 -1.35196 -0.0767
C -7.37683 1.16780 -2.67920 -0.0756
C -6.28200 1.36641 -3.50191 -0.0115
H -2.60788 0.03606 -4.12252 0.0695
H -1.02665 0.03983 -0.97439 0.0748
H -0.50245 4.63368 -0.50358 -0.0032
H 0.72656 5.24540 -2.02336 -0.0111
H -1.25996 5.18038 -2.39014 -0.0011
H 1.72843 2.88529 -2.12760 0.0834
H 0.61332 2.03173 -1.07943 0.0349
H 1.26612 3.40022 0.79739 0.0640
H 2.14380 4.55489 -0.24675 0.0914
H 4.03545 3.27536 -0.11571 0.0676
H 3.12696 1.87569 -0.70926 0.0525
H 3.18169 -0.35536 -0.46235 0.0968
H 4.90232 -1.32252 -1.85913 0.0997
H 6.64155 -2.84402 -0.85488 0.0974
H 6.57314 -3.27651 1.55054 0.0919
H 4.90993 -2.26259 2.98528 0.0991
H 2.01128 -2.85657 0.94837 0.1169
H 0.45471 -4.55295 1.84089 0.0977
H -0.49847 -4.29249 4.10995 0.0944
H 0.08056 -2.32130 5.45120 0.1010
H 1.68598 -0.63956 4.54788 0.1113
H 0.09992 1.58078 -3.33519 0.1198
H -4.18027 2.90500 -1.31871 0.1278
H -6.16475 2.52663 0.15065 0.0907
H -8.15232 1.41489 -0.70415 0.0977
H -8.26462 0.67047 -3.03368 0.0957
H -6.28801 1.05045 -4.53407 0.1158
C 4.93348 -1.02542 7.40339 -0.0518
C 4.10729 -1.99302 6.58697 -0.3052
O 4.80418 -2.02368 5.35862 0.1093
C 6.11764 -1.75155 5.62766 -0.5404
O 7.01252 -1.94799 4.88260 0.1925
O 6.24547 -1.23508 6.87630 0.0739
F 2.84837 -1.53186 6.39138 0.0688
H 4.62726 0.00688 7.22786 0.1460
H 4.90779 -1.23312 8.47014 0.1380
H 4.05514 -3.00302 6.99767 0.1754
C -6.76077 3.02449 4.55236 -0.0493
C -6.40846 4.10887 3.56244 -0.3129
O -7.22183 3.78206 2.44700 0.1226
C -8.32561 3.14121 2.93243 -0.5517
O -9.32120 2.95783 2.31940 0.1773
O -8.12585 2.75130 4.21445 0.0732
F -5.10823 4.05470 3.19673 0.0870
H -6.15845 2.12817 4.40369 0.1504
H -6.67386 3.34323 5.58639 0.1200
H -6.64468 5.12158 3.89527 0.1722
C 4.93994 -7.17065 2.57471 -0.0494
C 6.19163 -6.53472 2.01624 -0.3129
O 6.71242 -5.85235 3.14330 0.1288
C 6.30238 -6.52879 4.25475 -0.5492
O 6.75613 -6.38852 5.33758 0.1826
O 5.30511 -7.39391 3.94080 0.0693
F 5.90618 -5.64089 1.04239 0.0755
H 4.09053 -6.48729 2.52987 0.1456
H 4.67771 -8.10489 2.08523 0.1384
H 6.93583 -7.24347 1.64759 0.1727
C 2.05102 -0.39731 -10.10386 -0.0438
C 1.00236 -1.19494 -10.84120 -0.3144
O 1.52730 -1.24254 -12.15815 0.1283
C 2.88573 -1.16235 -12.05562 -0.5553
O 3.64223 -1.42679 -12.92735 0.1748
O 3.24432 -0.75001 -10.81775 0.0753
F -0.19686 -0.56813 -10.86293 0.0808
H 1.87761 0.67587 -10.18887 0.1515
H 2.13067 -0.66390 -9.05423 0.1207
H 0.86457 -2.21271 -10.47149 0.1734
C -6.10550 3.53201 10.02835 -0.0528
C -7.27976 2.74086 9.49984 -0.3150
O -6.88000 2.45789 8.17178 0.1200
C -5.51313 2.42199 8.15651 -0.5495
O -4.86304 1.96995 7.27953 0.1915
O -5.01460 2.97426 9.28993 0.0755
F -8.41831 3.47485 9.47839 0.0771
H -6.20029 4.59330 9.79469 0.1450
H -5.95227 3.41108 11.09735 0.1393
H -7.46958 1.80396 10.02613 0.1736
```

Results
HOMO-LUMO gap   6.42 eV
LUMO   1.4 eV
Total charge   -1
Highest occupied orbital energy   -5.040 eV

=====

Entry 2:
ORCA calculation (ωB97M-V with the def2-TZVPD basis set) on C44H42BF2N3O2P2S2Sm as an isolated structure at a distorted geometry.

```
99
Properties=species:S:1:pos:R:3:lowdin_charge:R:1
Sm 2.04953 0.16201 0.48607 1.5200
C -2.50417 -4.61359 4.09507 -0.0339
C -1.50427 -3.53909 3.81667 -0.2591
C -1.93307 -2.24199 3.54357 -0.0254
C -1.02257 -1.21559 3.35867 -0.0566
C 0.33353 -1.49189 3.40937 -0.2826
C 0.77823 -2.78009 3.65117 -0.0477
C -0.13767 -3.79649 3.86457 -0.0143
S 1.54913 -0.19759 3.20007 0.6194
O 1.92953 0.37351 4.45327 -0.2267
O 0.91953 0.76201 2.23927 -0.5032
N 2.73773 -0.87739 2.38327 -0.2543
C 4.03503 -0.51749 2.78327 -0.2795
C 4.69293 -1.19339 3.78867 0.0088
C 5.99443 -0.85129 4.17287 -0.0424
C 6.66493 0.16241 3.54267 -0.0147
C 6.04563 0.87941 2.49817 -0.1322
C 6.71003 1.88361 1.76527 0.0243
C 6.05013 2.54721 0.76407 -0.0248
C 4.71433 2.21991 0.50337 -0.0937
N 4.05183 1.27891 1.15487 -0.0312
C 4.70093 0.57731 2.13477 -0.1457
H -3.40007 -4.46869 3.49767 0.0739
H -2.79737 -4.57269 5.14347 0.0940
H -2.09367 -5.60129 3.90847 0.0829
H -2.99387 -2.04409 3.48897 0.1224
H -1.35257 -0.20189 3.18857 0.1104
H 1.84213 -2.96299 3.66207 0.1070
H 0.21003 -4.79769 4.07357 0.1200
H 4.19383 -2.01819 4.27717 0.1206
H 6.46953 -1.40649 4.96917 0.1155
H 7.67053 0.42521 3.83267 0.1193
H 7.74293 2.10041 1.99187 0.1274
H 6.54023 3.30371 0.17317 0.1137
H 4.16543 2.74811 -0.27923 0.1235
C -5.88347 0.06101 -2.91543 -0.3989
S -4.39027 -0.70269 -3.60203 0.8128
C -3.43217 0.81111 -3.97403 -0.4611
C -2.59387 1.26211 -2.78263 -0.2494
C -1.54077 0.19731 -2.50633 -0.2970
N -0.70527 0.40781 -1.32553 -0.4281
P -0.44897 -0.92299 -0.23443 0.9974
C -2.11417 -1.61689 -0.01503 -0.3468
C -2.23427 -2.99549 0.13207 -0.0827
C -3.47507 -3.55469 0.37777 -0.0719
C -4.59567 -2.74419 0.48017 -0.0679
C -4.46757 -1.36689 0.39407 -0.0721
C -3.22687 -0.80129 0.16887 -0.0907
C 0.45353 -2.11619 -1.31573 -0.3268
C 0.10713 -2.46619 -2.57083 -0.0678
C 1.03613 -3.12159 -3.45863 -0.0709
C 2.32353 -3.27689 -3.12783 -0.0373
C 2.86803 -2.81989 -1.83893 -0.0693
C 1.82173 -2.35789 -0.76943 -0.1883
P 0.14033 1.85031 -0.84503 0.9880
C -1.28797 2.79781 -0.18363 -0.3374
C -1.81717 2.32841 1.01557 -0.1171
C -2.97047 2.88671 1.53827 -0.0701
C -3.60297 3.92461 0.87177 -0.0681
C -3.06987 4.40931 -0.31003 -0.0632
C -1.91447 3.85531 -0.83323 -0.0932
C 0.58483 2.92611 -2.25693 -0.3674
C 0.51213 2.66831 -3.61793 -0.0751
C 0.88543 3.64541 -4.52923 -0.0619
C 1.32673 4.88421 -4.09723 -0.0659
C 1.40743 5.15151 -2.73663 -0.0675
C 1.06683 4.16871 -1.82873 -0.1319
H -6.46677 -0.73099 -2.46033 0.0280
H -6.45777 0.51641 -3.71713 0.0341
H -5.61047 0.80051 -2.16923 0.0288
H -4.13637 1.58011 -4.28333 0.0814
H -2.79167 0.55701 -4.81803 0.0752
H -3.22887 1.37851 -1.90193 0.0991
H -2.11857 2.21921 -3.00573 0.0940
H -0.91417 0.07251 -3.39593 0.1091
H -2.08597 -0.74029 -2.35173 0.0540
H -1.34907 -3.61219 0.03527 0.1115
H -3.56987 -4.62399 0.48967 0.1104
H -5.56827 -3.18109 0.64687 0.1091
H -5.33647 -0.73569 0.50957 0.1102
H -3.11687 0.27261 0.12437 0.0844
H -0.89067 -2.30099 -2.94533 0.1011
H 0.65763 -3.48169 -4.40253 0.1053
H 3.01583 -3.78159 -3.78483 0.1149
H 3.63113 -3.49679 -1.46273 0.1437
H 1.82803 -2.85609 0.21457 0.1336
H -1.30047 1.53001 1.53537 0.0697
H -3.38327 2.51771 2.46447 0.1094
H -4.50827 4.35681 1.26877 0.1084
H -3.55867 5.21671 -0.83463 0.1103
H -1.50737 4.24941 -1.75133 0.1025
H 0.18013 1.71221 -3.98313 0.0957
H 0.82793 3.43531 -5.58663 0.1109
H 1.61403 5.63631 -4.81603 0.1096
H 1.73643 6.11971 -2.38443 0.1117
H 1.15133 4.36601 -0.76493 0.1112
F 2.50233 -0.03879 -1.75013 -0.0507
B 2.97373 -1.37129 -1.27563 -0.8221
F 3.96643 -0.99209 -0.28303 0.0174
```

Results
HOMO-LUMO gap (spin up / spin down)   7.21 / 7.25 eV
Multiplicity   6
LUMO (spin up / spin down)   -2.8 / -2.8 eV
Total charge   +1
⟨S²⟩   8.76
Highest occupied orbital energy (spin up / spin down)   -9.986 / -9.999 eV

=====

no.,M (g/mol),E_tot (Ha)
1,1356.8,-6446.18687
2,970.1,-4378.22760